(A)
15
Properties=species:S:1:pos:R:3 method="wB97M-V/def2-TZVPD" total_charge=+1 spin_multiplicity=1
H 1.10654 1.70442 -1.25532
C 1.60889 -0.85156 1.06773
H 2.37005 0.76030 -1.42489
H 1.18563 -1.45518 1.82482
H -0.16832 0.02718 0.17577
H -3.20034 0.76198 0.82593
H -2.17717 -0.10334 -0.33261
C 1.71999 1.05313 -0.58887
O -1.03903 -0.47500 -1.17773
H 2.28164 1.70010 0.04793
C 0.97640 0.04858 0.27595
H -3.50670 -0.76941 0.80474
H -1.24861 -1.08263 -1.91433
H 2.77056 -1.18207 1.04136
N -2.67952 -0.13651 0.62952

(B)
15
Properties=species:S:1:pos:R:3 method="wB97M-V/def2-TZVPD" total_charge=+1 spin_multiplicity=1
N -2.45938 -1.64505 -0.08901
C 1.46349 0.93425 -0.58578
C -1.74246 -0.65359 0.30887
H 1.07450 2.01788 0.90186
H 2.69228 0.00760 0.95696
O 0.50745 1.67217 0.19336
H 1.30327 -0.94648 0.43168
H 2.58209 -0.88429 -0.62847
H -2.10240 0.34034 0.56399
H 0.93196 0.60849 -1.49856
H -2.28895 -2.48533 0.46993
C 2.06714 -0.26294 0.10700
H -3.28650 -1.55276 -0.67097
H 2.22278 1.65002 -0.94053
H -0.65350 -0.76726 0.41819

Quick one: least stable of them? (A)

(A)
15
Properties=species:S:1:pos:R:3 method="wB97M-V/def2-TZVPD" total_charge=+1 spin_multiplicity=1
O 0.36031 -2.08870 0.07755
N 1.46782 1.30020 -0.93769
H -0.95925 -0.80232 -1.03827
H -0.06190 -0.12490 1.88464
H 1.34061 0.86845 0.02948
H -0.08792 -2.81461 -0.36854
H 0.74365 2.04305 -1.07973
H 2.41887 1.68850 -1.00160
C -0.47517 0.00280 0.90032
C -0.41520 -0.93053 -0.08890
H -0.85972 2.14569 0.85878
H 1.37281 0.53911 -1.57972
C -1.32217 1.19226 0.49525
H -2.31772 1.15985 0.98951
H -1.47142 1.31821 -0.59112

(B)
15
Properties=species:S:1:pos:R:3 method="wB97M-V/def2-TZVPD" total_charge=+1 spin_multiplicity=1
H 0.54442 0.59441 0.45597
H 1.24197 -0.60226 1.27174
H -0.37202 -0.34382 3.07419
H -1.87467 -1.09121 -1.69836
H -0.94096 0.93521 -2.38423
C -0.22075 0.44208 2.33749
H 0.45661 1.17707 2.75740
O -1.14296 -0.75954 -1.15797
H -0.28795 -0.77726 0.53445
N 0.33208 -0.17457 1.10112
H 1.44352 0.34586 -2.92692
H 1.46283 -0.71373 -1.41044
C 0.91460 -0.05641 -2.07579
H -1.15632 0.93354 2.09809
C -0.40040 0.09062 -1.97677

Quick one: least stable of them? (A)

(A)
15
Properties=species:S:1:pos:R:3 method="wB97M-V/def2-TZVPD" total_charge=+1 spin_multiplicity=1
H -1.88116 1.28221 -0.01367
N 0.63429 -0.92582 -0.22890
H 0.92173 -0.21633 -0.93818
H -0.10696 1.42730 -0.09870
H 2.35823 0.84021 -2.35719
H -1.90506 -0.75126 2.02618
H -1.07719 -2.41751 1.65480
H 1.47856 -1.28253 0.19395
C -0.91536 0.97555 0.44792
C -0.63796 -0.43438 0.72646
H 1.43746 1.94848 -1.82323
H 0.25481 -1.66741 -0.82353
H -1.14212 1.51059 1.37652
O 1.79169 1.07637 -1.61192
C -1.21097 -1.36548 1.46949

(B)
15
Properties=species:S:1:pos:R:3 method="wB97M-V/def2-TZVPD" total_charge=+1 spin_multiplicity=1
H 0.00445 0.19220 -0.01100
H -1.61027 1.76484 -0.51435
C -1.40031 -1.44835 0.75470
H 2.21061 0.80185 1.05322
N -0.98226 -0.06320 0.30658
H -1.39211 -1.51175 1.84239
C -1.90881 0.79296 0.12090
H -2.44673 -1.48579 0.39433
H -0.82495 -2.16714 0.25113
O 1.66608 0.31291 0.39760
H 1.75768 1.30279 -1.43306
H -3.02009 0.61201 0.11002
C 2.30384 0.47524 -0.89445
H 3.33726 0.89168 -0.87095
H 2.30561 -0.47025 -1.50705

Quick one: least stable of them? (B)

(A)
25
Properties=species:S:1:pos:R:3 method="wB97M-V/def2-TZVPD" spin_multiplicity=1
C 2.22246 -1.10605 -0.50170
H 1.16913 0.15535 2.31670
H -1.85171 0.98129 -0.91875
H 2.22602 -1.67793 0.42456
O 2.33786 0.86384 0.73980
H 3.25319 -0.98227 -0.85912
H 0.96991 0.51368 -2.21988
H 2.55287 1.23522 -1.81599
C -2.69389 -1.74093 -0.35605
C -2.42900 -0.43487 0.66249
C 1.54387 1.01898 -1.44213
H -1.99188 -1.93914 -1.17431
C 1.54092 1.09092 1.88910
N 1.56339 0.16925 -0.26239
C -2.36686 0.94502 0.05044
H -1.85402 1.61040 0.74631
H 1.64245 -1.65705 -1.24303
H -3.58972 -1.32679 -0.82845
H 0.67844 1.72321 1.65619
H -3.37508 1.34207 -0.07197
N -1.34071 -1.12628 0.88400
H 1.04513 1.95505 -1.19380
H -0.46750 -0.59071 0.71572
H 2.18808 1.60102 2.60148
H -2.97336 -2.62329 0.20077

(B)
25
Properties=species:S:1:pos:R:3 method="wB97M-V/def2-TZVPD" spin_multiplicity=1 smiles="CC(C)=N.C=O.CNC"
C -1.63589 0.10426 0.37715
C -0.09825 -1.90770 0.28121
H 2.99314 -0.47354 0.53820
H -2.43289 -0.57294 2.26580
H 3.71501 1.13335 0.47131
H 2.96884 1.42873 -1.85508
H 0.65725 0.99827 0.19400
C -1.90792 0.19219 -1.09824
N 1.75010 1.08602 -0.21008
H -0.14110 -2.08002 1.37007
C 2.77949 0.59649 0.67124
O 0.88338 -1.41563 -0.24895
H -0.85955 -2.44451 -0.30834
H 2.23827 -0.17189 -1.86334
C -2.71987 -0.52231 1.21499
H 2.49511 0.78414 1.70523
N -0.75851 0.92543 0.85164
H 1.24677 1.27136 -2.22075
C 2.05468 0.88003 -1.60333
H -2.94749 -1.52707 0.85880
H -0.70130 0.96255 1.86545
H -3.63656 0.06593 1.13134
H -0.97867 0.36609 -1.63375
H -2.57582 1.03317 -1.29122
H -2.38822 -0.71241 -1.46335

Quick one: least stable of them? (A)

(A)
25
Properties=species:S:1:pos:R:3 method="wB97M-V/def2-TZVPD" spin_multiplicity=1
H 1.70431 2.35547 -0.50319
H 2.87851 0.97402 -0.53525
H -1.40031 -1.93332 -1.37706
H -2.62227 0.87344 -0.96460
C -1.04034 -0.28135 -0.01809
H -1.09459 -2.41492 0.30795
O 1.39770 -1.18779 0.88521
H 2.79121 0.81585 1.75134
C -1.29367 0.09822 1.42561
C -1.56726 -1.66352 -0.33000
H 1.63392 -2.08500 -1.41535
H -0.83358 -0.62775 2.10168
H 0.69767 0.60589 -0.18887
H -1.25813 0.50210 -2.02976
H 0.70727 -0.83568 -2.18040
H -2.36563 0.08949 1.66662
C 0.95067 -0.66976 -0.13755
H -2.65270 -1.72593 -0.16841
H -0.92432 1.10216 1.65901
N 2.23164 1.56552 1.34838
N 1.28129 -1.13764 -1.40671
C 2.03896 1.43796 -0.02441
C -1.52975 0.75974 -1.00105
H -1.12105 1.75069 -0.77422
H 1.39047 1.63210 1.90911

(B)
25
Properties=species:S:1:pos:R:3 method="wB97M-V/def2-TZVPD" spin_multiplicity=1 smiles="C[C@@H](N)CN.CC(C)=O"
H 0.07590 -2.01475 -0.08045
H -2.87184 0.80663 -2.16050
C -2.43591 0.89987 1.27357
N 0.24526 -1.12485 -0.53902
C 1.30481 1.06021 -0.38365
H 0.60442 -0.13805 1.31173
H 2.20174 -1.60931 1.65893
H 3.24917 -1.26063 -1.04509
H 0.36258 1.51085 -0.68678
H -2.18028 1.69985 1.95657
C -2.61031 1.43277 -0.12759
C 1.04110 -0.26816 0.30641
H -3.47308 -0.34437 -0.94397
C -2.68510 0.36583 -1.18500
C 2.40875 -0.96754 0.79676
N 2.91605 -1.81882 -0.26456
H 1.81877 1.74637 0.28483
H -1.67089 0.12450 1.28235
H 3.68503 -2.38925 0.06445
O -2.66828 2.61287 -0.37225
H 0.76183 -1.33264 -1.39007
H 1.91596 0.91613 -1.27539
H -3.37130 0.45115 1.60081
H 3.11264 -0.18066 1.11194
H -1.73702 -0.17800 -1.19403

Quick one: least stable of them? (A)

(A)
13
Properties=species:S:1:pos:R:3 method="wB97M-V/def2-TZVPD" total_charge=-1 spin_multiplicity=1
H 0.15145 -0.98684 1.77059
C 0.76232 -0.19241 1.32094
H 0.37161 1.66438 0.57214
H -1.55608 -0.64370 -3.02460
H 2.58872 0.59510 1.64070
O -0.26815 0.54514 -2.05552
C -1.12097 -0.37559 -2.01673
H 1.53636 0.86598 2.82797
O -1.48585 -1.05572 -1.04534
N 1.88513 0.13588 2.21022
H -0.87558 0.64041 0.49751
H 1.13194 -0.58949 0.36613
N -0.11972 0.95400 1.09772

(B)
13
Properties=species:S:1:pos:R:3 method="wB97M-V/def2-TZVPD" total_charge=-1 spin_multiplicity=1 smiles=COCN(N)[O-]
H 0.12304 -0.14814 1.53416
C -0.38428 -0.58822 0.66187
H -1.86420 2.15383 -0.36617
N 0.80856 -0.70287 -0.34029
H 2.68176 -1.25799 -0.10687
H -0.51124 1.04423 -1.03021
H -2.29739 0.67247 -1.37176
O 1.00544 0.41481 -1.10798
H -0.51819 -1.63653 0.97603
H 2.28588 -0.00065 0.90777
O -1.67813 -0.06140 0.31688
C -1.62918 1.06844 -0.62052
N 1.97792 -0.95797 0.54708

Quick one: least stable of them? (B)

(A)
64
Properties=species:S:1:pos:R:3 method="wB97M-V/def2-TZVPD" spin_multiplicity=1 smiles="NC(N)=O.NC(N)=O.NC(N)=O.NC(N)=O.NC(N)=O.NC(N)=O.NC(N)=O.NC(N)=O"
N -0.97759 14.71113 -17.55562
H -1.24280 13.02658 -18.99145
C -5.82623 9.21909 -17.33501
C -1.89018 10.02440 -19.25193
H -6.49205 18.01946 -20.68287
O -5.75440 8.58639 -16.31300
N -5.27135 10.30719 -17.63447
H -7.37290 12.35079 -21.26279
C -2.02347 14.63238 -18.24005
H -4.78184 10.81495 -16.91151
N -4.72940 12.37120 -19.76869
N -6.82795 17.07576 -20.55367
H -0.20752 10.45259 -20.19696
H -5.22092 16.09742 -21.75704
H -3.82060 9.75686 -19.03293
H -6.05249 15.02550 -16.51502
N -1.91553 13.75572 -19.18087
C -3.31718 15.62282 -21.62188
N -7.04093 15.29628 -19.40993
O -5.55921 16.81235 -18.75155
N -2.38373 14.81647 -22.03871
H -7.06594 14.95664 -18.45907
O -8.21947 13.97876 -16.67371
H -0.27407 13.98960 -17.62304
O -5.69715 10.63150 -20.88923
N -10.03774 11.82345 -20.81431
H -1.42929 9.54807 -21.09343
H -5.23564 13.43322 -16.39176
H -7.58525 16.78720 -21.15644
H -6.95820 7.82230 -18.31689
H -4.88065 13.28316 -19.36183
H -5.97780 11.90410 -15.92073
N -3.07872 9.73237 -19.71785
H -2.59354 14.12253 -22.74194
H -7.66766 11.62107 -15.80947
H -6.28939 13.59755 -20.53956
O -1.67818 10.53972 -18.17479
H -9.94962 9.24460 -22.33547
H -10.01365 12.78140 -21.13342
C -5.68065 11.77196 -20.48763
N -5.97638 14.03858 -16.71573
H -4.76350 14.86312 -22.83509
H -3.87273 11.85525 -19.62720
H -2.30401 13.88475 -20.10420
N -1.07515 9.93667 -20.23107
H -0.88370 15.37854 -16.80339
O -2.90403 15.47957 -18.16813
H -6.73621 9.37394 -19.11047
N -9.84332 9.78172 -21.48678
N -6.48546 8.71183 -18.39016
C -6.40083 16.43341 -19.52387
C -7.12021 13.44225 -16.51496
H -7.87808 15.23045 -19.97113
H -10.55225 11.43990 -20.03439
O -3.16491 16.50309 -20.79472
H -1.45019 15.20100 -22.06591
C -9.33230 10.99782 -21.53682
N -6.59872 12.64729 -20.68587
O -8.33282 11.12588 -22.19714
H -5.21718 10.58960 -18.60267
N -6.91694 12.24433 -16.07034
H -3.16176 9.26457 -20.60914
H -10.37920 9.56434 -20.65873
N -4.55094 15.37959 -21.99356

(B)
64
Properties=species:S:1:pos:R:3 method="wB97M-V/def2-TZVPD" spin_multiplicity=1 smiles="NC(N)=O.NC(N)=O.NC(N)=O.NC(N)=O.NC(N)=O.NC(N)=O.NC(N)=O.NC(N)=O"
N -3.37048 0.75456 -3.19893
O -1.56676 1.76743 -3.92940
C 2.37335 -0.25553 -3.57807
N -3.21047 1.80494 0.68237
N -3.68971 -1.95415 -1.10844
N 2.51685 1.01007 -3.72635
H 3.64204 -1.73504 -4.21246
H 2.67054 -1.84685 3.36802
O 0.41123 5.16623 3.45088
H -1.91169 4.13643 3.31413
H 3.32614 1.34644 -4.22834
H 6.14110 -0.89313 1.63981
N -2.08625 -0.25563 -4.55738
O 1.45471 -0.82030 -3.03784
N 1.60291 -0.20258 0.20572
H 5.43671 -1.23632 -0.34832
H -3.55213 2.36536 -0.08528
H -1.20313 0.84000 -0.83524
N 1.66507 -1.80690 3.28112
N 0.92419 3.24196 2.60250
H -2.77940 -0.98635 -4.48192
N -1.09427 3.55627 3.19026
H -1.15467 -0.47083 -4.88287
O -0.12906 0.68432 1.34540
H -1.17449 2.57840 2.95058
C 0.07990 4.04382 3.11685
H 2.01053 -0.49884 -0.66959
N -1.69683 -2.03296 -0.25101
H 1.30055 -1.90384 2.34420
H -3.84583 -1.27129 -0.38082
O -3.25654 -0.20825 1.61846
C 4.62669 -2.05156 1.17113
H 4.14506 -0.11758 -4.49299
N 4.61947 -1.74114 -0.03630
O 3.72138 -2.75989 1.61542
H 0.18001 0.11605 -1.65101
H -5.52354 1.35974 0.17190
H -4.44994 -2.19165 -1.72953
H 4.19296 -2.46710 -0.59412
H 0.47035 2.41543 2.24058
H 2.19565 -0.25735 1.02166
C -2.46914 -2.48254 -1.16596
H 2.02461 1.59704 -3.06812
C 0.37540 0.29881 0.31733
H -0.66314 -0.72639 4.90510
H 1.83606 3.63797 2.42430
C 1.08253 -1.33718 4.33909
H -5.52906 -0.20494 0.81215
H -3.93461 -0.07625 -3.09114
H -2.31023 2.04188 1.07420
N -4.97364 0.57143 0.48218
N 5.38465 -1.45210 2.00780
H -3.46099 1.49137 -2.51408
C -3.81521 0.71724 1.11333
N 3.42227 -0.74977 -4.17997
N -0.15781 -1.13799 4.13351
H -2.05617 -1.49996 0.52801
O 1.62171 -1.07772 5.45285
H -0.71270 -2.22265 -0.37591
H -0.36445 -1.11091 3.14526
N -0.26467 0.46722 -0.81492
C -2.27058 0.83464 -3.83830
O -2.13366 -3.28522 -2.01682
H 5.35665 -1.51639 3.01536

(C)
64
Properties=species:S:1:pos:R:3 method="wB97M-V/def2-TZVPD" spin_multiplicity=1 smiles="NC(N)=O.NC(N)=O.NC(N)=O.NC(N)=O.NC(N)=O.NC(N)=O.NC(N)=O.NC(N)=O"
H 12.51066 13.94105 15.15950
H 5.41296 7.60797 13.04295
N 15.57629 9.09208 10.92639
H 15.67548 11.89144 14.69718
C 7.06167 8.67660 13.62804
O 7.18240 11.84365 15.53369
O 12.64434 8.11101 11.31073
O 13.58569 10.62833 14.80099
N 8.56408 9.06408 4.30832
H 14.12698 8.14063 15.03322
H 9.21367 12.51035 13.12561
H 15.89887 10.01799 10.69656
N 15.37757 7.35773 12.35196
H 8.75259 14.35301 14.79540
C 12.02622 13.55310 13.17104
H 14.40525 7.44280 12.00665
N 12.41662 13.24506 14.42470
H 10.27778 9.97316 5.94058
N 8.94060 6.56025 8.21398
C 14.70332 10.16719 14.92970
H 8.55572 10.98135 13.66121
O 17.16993 8.72095 12.54342
H 12.87684 12.36579 14.67409
H 11.36100 12.38718 11.74038
H 6.94364 7.24694 12.24446
N 7.33702 8.23565 8.90389
H 7.41054 8.73918 8.03633
H 9.59889 9.20252 7.27447
H 9.27802 9.50679 3.83790
O 8.26796 8.86984 13.55996
C 8.04742 7.09520 9.19715
H 15.84105 8.49837 15.14668
C 8.53581 8.94950 5.68262
H 14.67326 8.88647 10.57112
N 6.27484 9.09328 14.66381
N 9.70832 9.17463 6.29937
H 6.59674 9.82166 15.31115
H 8.66265 6.66681 7.21878
N 15.84214 10.90300 14.88434
O 7.97012 6.48321 10.29071
H 7.65242 13.92873 16.02895
H 9.52146 5.88099 8.66933
N 12.19116 12.50061 12.20330
H 7.62163 8.88509 3.98160
H 10.73791 9.48302 13.41456
N 6.36426 7.93403 12.72910
H 16.73799 10.48020 14.68833
O 7.49038 8.58799 6.23187
H 15.46637 7.02090 13.30970
N 8.50172 12.04029 13.65448
N 14.88653 8.83248 15.00047
H 12.47760 9.62960 13.30569
C 16.09751 8.43187 11.96277
N 7.98828 13.86968 15.07630
H 10.18149 6.94694 11.38025
H 12.83122 11.77868 12.36812
O 11.47847 14.57251 12.91547
N 11.60691 9.49274 12.86667
H 9.63846 8.22246 12.39111
H 5.24664 9.06451 14.68219
H 6.73956 8.54606 9.68241
N 10.34230 7.90204 11.69736
C 7.87592 12.51836 14.76697
C 11.60844 8.44329 11.91953

(D)
64
Properties=species:S:1:pos:R:3 method="wB97M-V/def2-TZVPD" spin_multiplicity=1 smiles="NC(N)=O.NC(N)=O.NC(N)=O.NC(N)=O.NC(N)=O.NC(N)=O.NC(N)=O.NC(N)=O"
N 0.78546 0.66567 -0.39745
N -2.83701 -4.59021 2.29440
H -4.96624 1.66148 -1.41234
H -2.10629 -0.60363 -0.39175
O -3.41864 0.14087 -2.34574
H 4.67229 -0.39672 -2.14031
H -2.93127 -4.54580 3.29901
H 3.04903 -2.42840 2.67314
N -0.81267 -0.89406 4.65373
H 1.37702 0.74827 -1.21190
H -2.41005 -0.77232 3.18115
H 2.52161 -2.04599 1.05514
H -2.69333 0.56418 0.71185
N -2.74580 0.15691 -0.21091
O -1.04336 1.20432 5.12335
H -1.69221 2.54371 3.34593
H -2.93154 0.91181 3.34093
H 1.79436 1.67021 -3.64559
H 4.41744 -0.79370 -5.59852
H -1.30284 -1.63634 4.17534
H -0.08424 0.37831 1.66924
O -0.84107 2.29371 1.41334
H 4.73471 -4.04180 -0.40891
H -1.39590 -2.87372 0.16627
C 0.81842 -0.51463 0.19967
N -4.08946 1.62991 -0.91199
N 3.66341 -0.41256 -5.04510
N 4.19486 -3.31063 0.03160
O 0.39158 3.15063 -2.50923
O -1.47673 -2.75928 2.51534
C 3.55049 -0.18307 -3.79560
N 4.62603 -0.46636 -3.14684
N -2.05177 -3.49836 0.61322
N -1.97043 3.36800 2.83286
N -1.71456 4.20637 0.76098
H -2.68360 4.06789 2.97998
N 1.69176 2.48108 -4.23894
O 4.90366 -3.87559 2.07350
H -2.31083 4.97126 1.04294
H -3.50900 -5.08385 1.72444
C -3.38878 0.63222 -1.24867
N 3.20011 -2.46469 1.67516
H 3.48634 -2.74872 -0.41823
C 4.11260 -3.27766 1.31234
H -1.72684 3.80113 -0.16408
C 0.79268 3.25722 -3.68572
O 1.48723 -1.39900 -0.22443
H 2.21937 2.54155 -5.09806
C -1.53733 3.23065 1.62025
N 0.30960 4.21484 -4.48885
H -0.41151 -1.16731 5.53946
H 2.78733 -0.37533 -5.54630
N -2.23252 0.18892 3.43531
H -2.88792 -3.67777 0.07585
H -0.04584 -1.38842 1.80261
C -2.03056 -3.64160 1.88578
H 5.40083 -0.72318 -3.74169
H -4.09808 1.79109 0.08503
H -0.48645 4.72787 -4.13783
H 0.47183 4.09068 -5.47797
O 2.49290 0.19051 -3.24608
N 0.13769 -0.53381 1.29658
H 0.12215 1.38232 -0.13953
C -1.34822 0.26119 4.42287

Quick one: least stable of them? (A)